Below is a molecular structure, C48H70As2CsN3P3Si, with properties calculated with ωB97M-V/def2-TZVPD.

Properties
Relative energy (zero: lowest compared OMol25 entry of this formula, charge and spin), kJ/mol: 12.9
Frontier orbital gap, Eh: 0.1935
E, eV: -213353.1584

Geometry as ORCA input:
```
! wB97M-V def2-TZVPD RIJCOSX def2/J DEFGRID3
* xyz -1 1
Cs 0.28 1.64 -1.08
C -0.19 2.63 5.33
C 0.81 2.19 4.27
C 1.60 0.98 4.78
P 0.19 1.85 2.54
C -0.94 3.33 2.32
C -1.87 3.26 1.11
C -0.08 4.59 2.24
C -0.98 0.43 2.74
C -2.18 0.64 3.43
C -3.13 -0.36 3.59
C -2.87 -1.61 3.03
C -1.70 -1.82 2.33
C -0.70 -0.84 2.17
Si 0.79 -1.17 0.96
C 2.30 -1.15 2.20
C 2.26 -1.90 3.38
C 3.33 -2.00 4.25
C 4.51 -1.32 3.96
C 4.57 -0.54 2.82
C 3.48 -0.42 1.94
P 3.57 0.73 0.49
C 4.61 2.19 1.02
C 3.83 3.04 2.02
C 6.07 2.06 1.47
C 4.75 -0.12 -0.71
C 5.14 -1.54 -0.32
C 4.13 -0.07 -2.10
C 0.68 -3.10 0.56
C 0.56 -4.08 1.55
C 0.53 -5.44 1.29
C 0.61 -5.88 -0.03
C 0.72 -4.94 -1.04
C 0.76 -3.56 -0.78
P 0.91 -2.38 -2.20
C 2.03 -3.23 -3.46
C 1.49 -4.23 -4.49
C 3.29 -3.77 -2.78
C -0.78 -2.48 -2.99
C -1.67 -1.44 -2.31
C -1.52 -3.82 -3.00
H 0.34 2.85 6.25
H -0.91 1.83 5.55
H -0.75 3.52 5.05
H 1.53 3.00 4.11
H 0.94 0.12 4.90
H 2.03 1.21 5.76
H 2.40 0.70 4.11
H -1.58 3.40 3.20
H -1.36 3.43 0.16
H -2.61 4.07 1.19
H -2.42 2.32 1.05
H 0.57 4.56 1.37
H 0.54 4.73 3.13
H -0.71 5.48 2.14
H -2.40 1.61 3.84
H -4.04 -0.17 4.14
H -3.60 -2.41 3.13
H -1.55 -2.80 1.88
H 1.34 -2.41 3.64
H 3.25 -2.59 5.15
H 5.37 -1.39 4.62
H 5.49 -0.03 2.60
H 4.61 2.74 0.07
H 3.73 2.51 2.97
H 2.82 3.27 1.66
H 4.35 3.99 2.21
H 6.14 1.88 2.54
H 6.59 3.01 1.28
H 6.61 1.28 0.94
H 5.66 0.50 -0.73
H 4.26 -2.16 -0.15
H 5.73 -1.57 0.59
H 5.73 -2.00 -1.12
H 3.17 -0.60 -2.12
H 4.79 -0.53 -2.84
H 3.93 0.96 -2.41
H 0.48 -3.77 2.59
H 0.44 -6.15 2.10
H 0.59 -6.93 -0.26
H 0.76 -5.29 -2.06
H 2.34 -2.35 -4.03
H 1.23 -5.20 -4.06
H 2.27 -4.42 -5.23
H 0.63 -3.84 -5.02
H 3.09 -4.69 -2.24
H 3.70 -3.05 -2.08
H 4.06 -3.98 -3.53
H -0.60 -2.16 -4.03
H -1.83 -1.72 -1.27
H -2.65 -1.37 -2.79
H -1.22 -0.45 -2.31
H -1.74 -4.13 -1.97
H -0.96 -4.62 -3.48
H -2.47 -3.71 -3.53
C -3.54 4.05 -3.29
As -2.97 2.22 -2.90
C -2.26 1.80 -4.67
C -4.71 1.31 -3.06
C -5.51 1.52 -4.18
C -6.74 0.89 -4.32
C -7.19 0.05 -3.32
C -6.40 -0.17 -2.20
C -5.16 0.45 -2.05
As -4.08 0.12 -0.42
C -4.67 -1.73 -0.11
C -5.30 1.02 0.82
H -4.13 4.12 -4.20
H -2.62 4.64 -3.40
H -4.11 4.45 -2.45
H -2.91 2.18 -5.47
H -2.16 0.72 -4.77
H -1.28 2.27 -4.75
H -5.16 2.18 -4.97
H -7.34 1.07 -5.21
H -8.15 -0.45 -3.41
H -6.77 -0.83 -1.43
H -5.70 -1.78 0.25
H -4.02 -2.17 0.64
H -4.58 -2.29 -1.03
H -6.33 0.70 0.66
H -5.23 2.10 0.67
H -4.99 0.79 1.84
N 2.36 7.61 -1.80
C 1.97 6.52 -1.73
N 1.57 5.28 -1.56
C 0.77 4.65 -2.36
N 0.06 3.94 -2.96
*
```